The following is a DFT calculation (ωB97M-V with the def2-TZVPD basis set) of C3H8O3S2 in the gas phase at a distorted geometry.

HOMO-LUMO gap ... 9.2 eV
Lowest unoccupied orbital energy ... 0.0113 Ha
Energy ... -31052.8861 eV
Total charge ... 0
Energy relative to the best compared isomer or geometry (same formula, charge and spin) ... 33.22 kcal per mole

Geometry (Å):
C: -0.33726 1.48483 0.77558
C: -0.18931 -0.04921 0.94612
S: -1.78583 -0.92644 0.93590
S: -2.51776 -0.54208 -1.05805
C: 0.70974 -0.66793 -0.25794
O: 1.92260 -0.10671 -0.47854
O: 0.03831 -0.60308 -1.44314
O: 1.00097 -2.03132 0.03926
H: -1.23122 1.76205 0.22843
H: -0.20758 1.95083 1.71112
H: 0.50289 1.93055 0.08325
H: 0.29073 -0.26430 1.88542
H: -3.68560 0.09366 -0.47888
H: 2.71169 -0.66578 -0.64047
H: 0.25132 -1.37714 -2.08017
H: 0.15031 -2.47144 0.11494

Want to see where the charge sits? The Mulliken charges in e are: C -1.1407; C 0.1436; S -0.1094; S -0.1571; C 0.4138; O -0.5559; O -0.4661; O -0.5875; H 0.2949; H 0.3516; H 0.2487; H 0.3766; H 0.1519; H 0.3449; H 0.3251; H 0.3657

***

The following is a DFT calculation (ωB97M-V with the def2-TZVPD basis set) of a molecular structure, C46H45F5GeIrN6O9S3 at a distorted geometry.

HOMO-LUMO gap (spin up / spin down) ... 6.9 / 5.1 eV
Lowest unoccupied orbital energy (spin up / spin down) ... -0.0331 / -0.0996 Ha
Energy ... -181245.5474 eV
Total charge ... 0
Multiplicity ... 2
Energy relative to the best compared isomer or geometry (same formula, charge and spin) ... 0.00 kcal per mole

Geometry (Å):
Ir: 0.72049 -1.98777 0.17048
C: -0.65627 3.17192 6.24223
C: -0.36990 1.85577 5.57344
C: 0.58514 0.98736 6.09238
C: 0.83022 -0.23970 5.49885
C: 0.11302 -0.59379 4.36516
C: -0.84780 0.25411 3.82663
C: -1.08056 1.47180 4.43672
S: 0.43670 -2.13967 3.60755
O: 1.31327 -2.87787 4.46639
O: -0.82182 -2.71969 3.21861
N: 1.19735 -1.77645 2.20129
C: 2.54743 -1.66472 2.04256
C: 3.59826 -1.80508 2.96307
C: 4.88046 -1.66488 2.49541
C: 5.12334 -1.37523 1.14701
C: 4.04985 -1.26201 0.30607
N: 2.78435 -1.38902 0.74555
H: 0.21414 3.53269 6.78967
H: -1.47703 3.06320 6.95449
H: -0.95025 3.92754 5.51393
H: 1.15041 1.27896 6.96986
H: 1.55516 -0.92945 5.91031
H: -1.40222 -0.02827 2.94267
H: -1.82713 2.13735 4.01922
H: 3.38640 -2.05790 3.98960
H: 5.71124 -1.80144 3.17623
H: 6.12632 -1.26018 0.76319
H: 4.17769 -1.06835 -0.74945
C: -4.28915 1.01687 -4.87351
C: -2.80908 1.38817 -4.77262
S: -1.83807 -0.09338 -4.65116
O: -1.79998 -0.49345 -3.26509
O: -2.26019 -1.05637 -5.63883
C: -0.16263 0.37597 -5.08733
C: 0.70784 -0.87807 -5.24554
N: 0.63931 -1.76909 -4.07328
C: 1.12998 -1.45241 -2.85847
N: 0.64453 -2.27191 -1.92343
C: -0.19796 -3.14265 -2.57341
C: -0.19233 -2.84885 -3.88461
N: -0.86711 -3.58225 -4.92559
O: -1.77859 -4.29039 -4.56535
O: -0.44258 -3.47640 -6.05966
C: 2.19169 -0.44205 -2.65886
H: -4.88764 1.92540 -4.87432
H: -4.61161 0.41239 -4.02392
H: -4.48446 0.46026 -5.78839
H: -2.59186 1.94531 -3.85895
H: -2.45182 1.93552 -5.64758
H: 0.19300 1.04187 -4.29866
H: -0.21043 0.90882 -6.03724
H: 1.74830 -0.59383 -5.39182
H: 0.37824 -1.45035 -6.10427
H: -0.69633 -3.95848 -2.09677
H: 3.07935 -0.73256 -3.22653
H: 2.43772 -0.40837 -1.60554
H: 1.89779 0.55929 -2.96593
C: 2.74254 3.59072 4.33936
C: 2.97127 2.22597 4.36355
C: 2.42601 1.40852 3.37919
C: 1.66389 1.94118 2.34544
C: 1.47232 3.32708 2.31252
C: 1.98582 4.13953 3.31207
Ge: 0.97152 0.97516 0.77459
C: -0.88474 1.50304 0.44753
C: -1.51959 2.51078 1.18354
C: -2.80159 2.92457 0.85269
C: -3.46812 2.35331 -0.22472
C: -2.83982 1.36713 -0.96743
C: -1.57259 0.92265 -0.61370
C: 1.95653 1.89922 -0.65188
C: 3.34961 1.98207 -0.62571
C: 4.03513 2.71114 -1.58836
C: 3.33237 3.37254 -2.58919
C: 1.94667 3.29581 -2.62668
C: 1.26175 2.55661 -1.66727
H: 3.17449 4.23117 5.09802
H: 3.58387 1.79124 5.14462
H: 2.60141 0.34934 3.43781
H: 0.94123 3.78522 1.48863
H: 1.80771 5.20729 3.27985
H: -1.02150 2.97304 2.02210
H: -3.28047 3.70379 1.43397
H: -4.47882 2.64449 -0.48158
H: -3.34954 0.93086 -1.81299
H: -1.10563 0.15182 -1.21207
H: 3.90639 1.48578 0.16233
H: 5.11611 2.77687 -1.55184
H: 3.86333 3.95710 -3.32984
H: 1.39587 3.82371 -3.39641
H: 0.17898 2.49917 -1.69987
F: 0.61259 -4.73135 -0.58199
C: 1.37328 -3.94964 0.25520
F: 1.14847 -4.45483 1.49822
C: 2.83329 -4.31582 -0.10146
F: 3.24424 -3.62276 -1.17751
F: 2.93147 -5.61018 -0.38941
F: 3.65303 -4.06077 0.91364
N: -1.14909 -2.91836 0.43641
C: -2.43022 -2.27925 0.15841
C: -3.11193 -1.60944 1.15651
C: -4.31866 -0.98639 0.85712
C: -4.83476 -1.05434 -0.42716
C: -4.16929 -1.77818 -1.41068
C: -2.96445 -2.38340 -1.11973
S: -6.29723 -0.13308 -0.90470
O: -6.80608 0.42509 0.33500
O: -7.15034 -1.10556 -1.55633
O: -5.73691 0.86683 -1.82054
H: -1.06930 -3.78692 -0.07531
H: -1.04796 -3.10951 1.44030
H: -2.71111 -1.59117 2.15957
H: -4.86980 -0.43806 1.61002
H: -4.59935 -1.83878 -2.40287
H: -2.43642 -2.92022 -1.89352

Mulliken atomic charge list, values in e, 99 entries: Ir 2.9017; C -1.8248; C 0.8088; C -0.6802; C -0.7393; C -0.2185; C 0.2619; C -0.6136; S 1.4791; O -0.8012; O -0.9029; N -0.5974; C -0.2673; C -0.2950; C -1.1207; C -1.3973; C -1.0449; N 1.3025; H 0.3817; H 0.4065; H 0.3631; H 0.4260; H 0.5275; H 0.1066; H 0.6245; H 0.7171; H 0.5454; H 0.5426; H 0.5049; C -1.1729; C -0.2755; S 1.2154; O -0.5678; O -0.8122; C -0.3210; C -1.2101; N 0.1550; C 0.4605; N 0.2765; C -1.0260; C -0.5162; N 1.3645; O -0.6283; O -0.6705; C 0.7482; H 0.4072; H 0.2135; H 0.3769; H 0.2096; H 0.6101; H -0.2512; H 0.8054; H 0.4532; H 0.4765; H 0.8049; H 0.7845; H -1.6838; H -0.0281; C -0.7854; C -0.7268; C 0.5250; C 0.3952; C -1.1660; C -1.1334; Ge 1.5367; C -0.4008; C 0.1071; C -1.3130; C -1.4725; C -0.9449; C 1.1528; C -0.5563; C 0.0905; C -0.8323; C -0.7399; C -0.3541; C -0.2216; H 0.4126; H 0.4757; H 0.3698; H 0.5240; H 0.4494; H 0.8023; H 0.4245; H 0.4972; H 1.1089; H -0.4758; H 0.4808; H 0.4513; H 0.3936; H 0.4741; H 0.3798; F -0.2927; C 0.6317; F -0.2275; C 0.2933; F -0.2208; F -0.2871; F -0.2494

***

The following is a DFT calculation (ωB97M-V with the def2-TZVPD basis set) of a molecular structure, C41H51AsNO4P2S2Si3Ti at a distorted geometry.

HOMO-LUMO gap ... 6.7 eV
Lowest unoccupied orbital energy ... -0.1307 Ha
Energy ... -200863.9256 eV
Total charge ... +1
Energy relative to the best compared isomer or geometry (same formula, charge and spin) ... 2.65 kcal per mole

Geometry (Å):
Ti: 0.09956 -0.38166 -0.01651
S: -0.08240 -0.08115 -2.66135
P: -0.63489 -2.01087 -2.36845
C: 0.05254 -2.33586 -0.84193
P: 1.68361 -2.81781 -0.74083
S: 2.48051 -1.28234 0.29085
C: 2.65156 -3.06303 -2.24404
C: 2.80778 -4.33668 -2.78326
C: 3.52781 -4.51248 -3.95266
C: 4.10211 -3.41924 -4.58405
C: 3.95296 -2.14783 -4.04808
C: 3.23015 -1.96804 -2.88188
C: 1.84490 -4.36400 0.17053
C: 0.75138 -5.20347 0.33533
C: 0.89404 -6.40002 1.02379
C: 2.12440 -6.75089 1.55375
C: 3.22099 -5.91031 1.39529
C: 3.08339 -4.72157 0.70161
C: -2.42758 -2.16542 -2.30282
C: -3.00337 -2.98194 -1.33652
C: -4.37532 -3.18428 -1.33127
C: -5.16926 -2.56719 -2.28153
C: -4.59659 -1.74388 -3.24509
C: -3.22801 -1.54662 -3.26026
C: -0.17183 -3.09542 -3.73065
C: -0.54676 -4.43592 -3.64749
C: -0.24267 -5.30277 -4.68017
C: 0.42324 -4.83108 -5.80645
C: 0.79042 -3.49805 -5.89020
C: 0.49662 -2.62786 -4.85138
H: 2.36902 -5.19639 -2.29266
H: 3.64341 -5.50450 -4.36560
H: 4.67180 -3.55899 -5.49245
H: 4.40798 -1.29729 -4.53637
H: 3.11808 -0.97871 -2.45430
H: -0.21067 -4.90394 -0.06137
H: 0.04281 -7.05433 1.15117
H: 2.23449 -7.68006 2.09467
H: 4.17987 -6.18458 1.81216
H: 3.93877 -4.06715 0.58036
H: -2.37209 -3.42299 -0.57488
H: -4.82320 -3.80869 -0.57100
H: -6.23989 -2.71657 -2.27350
H: -5.21914 -1.25899 -3.98486
H: -2.78124 -0.90878 -4.01529
H: -1.08737 -4.80268 -2.78207
H: -0.53299 -6.34224 -4.61596
H: 0.64908 -5.50455 -6.62147
H: 1.31124 -3.13378 -6.76500
H: 0.79338 -1.58784 -4.90743
O: 1.67485 3.49596 -1.07548
C: 0.97958 2.44411 -0.68750
O: 1.47001 1.40075 -0.27049
C: -0.49758 2.56022 -0.78283
C: -1.23644 3.62224 -1.26170
C: -2.62437 3.45810 -1.31582
C: -3.19881 2.27199 -0.89040
C: -2.36594 1.26994 -0.40432
N: -1.06006 1.42536 -0.36455
C: -2.80115 -0.07202 0.13760
O: -3.96114 -0.38377 0.20964
O: -1.75669 -0.77463 0.50475
H: 2.62196 3.29633 -0.98506
H: -0.75651 4.53123 -1.58988
H: -3.23782 4.26257 -1.69478
H: -4.26442 2.09751 -0.91644
C: -0.78582 1.92728 5.28168
Si: -0.36567 2.09929 3.47241
C: 1.09936 3.24041 3.19128
C: -1.88404 2.83308 2.66089
As: 0.30175 -0.01164 2.58141
Si: -1.17694 -1.61178 3.57726
C: -0.97872 -3.21834 2.65754
C: -0.69334 -1.83688 5.36699
C: -2.91838 -0.94672 3.46558
Si: 2.43191 -0.33444 3.60779
C: 3.68594 0.72372 2.69540
C: 2.79840 -2.16842 3.61490
C: 2.42278 0.27194 5.37921
H: -1.06017 2.91583 5.66004
H: 0.02449 1.54989 5.89914
H: -1.65405 1.28237 5.42040
H: 0.75158 4.25742 3.00605
H: 1.72507 2.93678 2.35257
H: 1.73981 3.27104 4.07246
H: -1.94909 3.86721 3.00902
H: -2.79620 2.32815 2.97647
H: -1.87303 2.86038 1.57585
H: -0.14489 -3.79854 3.05723
H: -0.82119 -3.08294 1.58602
H: -1.89068 -3.80644 2.78746
H: 0.36171 -2.05913 5.50780
H: -1.25114 -2.70014 5.74040
H: -0.95299 -0.98404 5.99045
H: -3.39660 -1.22332 2.52739
H: -2.97528 0.13669 3.56058
H: -3.49997 -1.37191 4.28710
H: 3.44129 0.93089 1.65544
H: 4.65831 0.22911 2.70748
H: 3.79087 1.67727 3.21330
H: 2.34977 -2.71200 2.78594
H: 2.46213 -2.61584 4.55016
H: 3.87847 -2.31532 3.55220
H: 2.40322 1.35812 5.44792
H: 3.36952 -0.06262 5.81373
H: 1.62720 -0.13213 5.99991

Mulliken atomic charge list, values in e, 99 entries: Ti -1.2690; S -0.7888; P 1.5421; C -1.0963; P 1.4442; S -0.7073; C 0.8786; C -0.4355; C -0.7736; C -0.6438; C -0.8436; C -0.5688; C 0.2083; C -0.1307; C -0.7323; C -0.6164; C -0.7411; C -0.2733; C 0.5573; C 0.1988; C -0.7183; C -0.6281; C -0.7058; C -0.6289; C 1.2985; C -0.7303; C -0.7030; C -0.6016; C -0.7593; C -0.2303; H 0.4540; H 0.4637; H 0.4291; H 0.4583; H 0.1512; H 0.2578; H 0.4623; H 0.4038; H 0.4540; H 0.5249; H 0.0613; H 0.4511; H 0.4172; H 0.4451; H 0.4302; H 0.2562; H 0.4582; H 0.4336; H 0.4679; H 0.4111; O -0.4952; C -0.0155; O -0.4298; C -0.1054; C -0.5563; C -1.0306; C -0.6427; C -0.0624; N 1.7222; C 0.2144; O -0.7167; O 0.4070; H 0.4566; H 0.6762; H 0.5157; H 0.6836; C -1.1023; Si 0.3901; C -1.0083; C -0.9125; As 0.6200; Si 0.5642; C -0.6181; C -1.0664; C -1.0541; Si 0.6282; C -0.9539; C -0.4019; C -1.3459; H 0.4123; H 0.3233; H 0.2410; H 0.4911; H 0.1071; H 0.3531; H 0.5247; H 0.3420; H 0.1360; H 0.2954; H -0.2232; H 0.5604; H 0.1922; H 0.4370; H 0.2955; H 0.2137; H 0.1451; H 0.5172; H 0.1219; H 0.4735

***

> Among the records above, which one has the highest energy relative to the best compared isomer or geometry (same formula, charge and spin)?

C3H8O3S2